(P)
Computed, not measured: the ion C9H15N2 with charge +1, with wB97M-V/def2-TZVPD.

Total charge: +1
Gap between HOMO and LUMO (spin up / spin down), eV: 6.9 / 7.2
LUMO energy (spin up / spin down), eV: -3.83 / -3.81

Last column: Mulliken charge in e.
Atoms and positions in Å:
C: 0.097 -1.159 -0.660  0.91
C: 0.898 -0.079 -0.729  0.53
C: -0.713 -1.306 0.439  0.49
C: 0.697 0.944 0.321  0.47
C: -1.483 -1.764 1.345  -1.12
C: 1.486 1.528 1.242  -1.27
C: -0.661 1.118 0.720  -0.48
C: -0.081 -2.275 -1.692  -1.51
C: 1.857 0.190 -1.756  -1.63
N: -1.195 1.337 2.047  -0.56
N: -1.663 1.538 -0.349  -0.13
H: -2.051 -1.237 1.969  0.43
H: -1.385 -2.798 1.662  0.29
H: 2.640 1.273 1.288  0.23
H: 1.166 2.200 1.927  0.48
H: -1.123 -2.199 -2.067  0.31
H: 0.152 -3.188 -1.232  0.38
H: 0.573 -2.095 -2.585  0.36
H: 2.061 -0.674 -2.357  0.41
H: 2.845 0.305 -1.315  0.35
H: 1.672 1.081 -2.412  0.27
H: -2.248 1.461 2.112  0.30
H: -0.952 0.598 2.761  0.30
H: -0.999 1.457 -1.111  0.45
H: -1.942 2.528 -0.193  0.37
H: -2.415 0.881 -0.349  0.37



(Q)
Computed, not measured: the ion C9H15N2 with charge +1, with wB97M-V/def2-TZVPD.

Total charge: +1
SMILES: C=[N+]1N=C[C@H]2C[C@H]2[C@@H]1C(C)C
Gap between HOMO and LUMO, eV: 9.2
LUMO energy, eV: -5.11

Last column: Mulliken charge in e.
Atoms and positions in Å:
C: 0.441 -2.668 0.361  -0.13
N: -0.143 -1.525 0.110  0.76
N: -1.480 -1.478 -0.262  -0.83
C: -2.171 -0.432 0.050  -0.52
C: -1.738 0.483 1.118  0.03
C: -0.951 -0.180 2.281  -0.76
C: -0.254 0.555 1.201  -0.80
C: 0.473 -0.267 0.237  -0.12
C: 0.636 0.415 -1.205  0.24
C: -0.024 1.789 -1.304  -1.15
C: 2.126 0.523 -1.486  -1.44
H: -0.054 -3.679 0.444  0.31
H: 1.464 -2.606 0.555  0.25
H: -3.121 -0.308 -0.342  0.54
H: -2.280 1.360 1.475  0.48
H: -0.945 0.111 3.326  0.32
H: -0.832 -1.239 2.112  0.19
H: 0.248 1.498 1.433  0.68
H: 1.531 -0.389 0.592  0.57
H: 0.184 -0.107 -2.020  0.36
H: 0.283 2.431 -0.453  0.28
H: -1.152 1.669 -1.227  0.27
H: 0.159 2.338 -2.350  0.37
H: 2.532 1.372 -0.737  0.31
H: 2.306 0.687 -2.596  0.38
H: 2.763 -0.351 -1.313  0.40



Q: Which of them is the most stable? A: (Q).



(P)
Computed, not measured: a structure of composition C52H50CaCl2N4O3PS, with wB97M-V/def2-TZVPD.

Total charge: +1
Gap between HOMO and LUMO, eV: 7.4
LUMO energy, eV: -2.67

Last column: Mulliken charge in e.
Atoms and positions in Å:
Ca: 0.029 -0.305 -0.462  1.50
C: -2.987 1.822 1.907  -2.33
C: -1.489 1.994 1.888  0.83
C: -0.902 3.038 1.163  1.65
C: -1.747 3.990 0.356  -1.86
C: 0.479 3.266 1.244  0.92
C: 1.031 4.504 0.582  -2.32
C: 1.289 2.402 1.988  1.90
C: 2.786 2.585 2.057  -2.95
C: 0.704 1.349 2.705  0.68
C: 1.544 0.447 3.574  -2.36
C: -0.681 1.154 2.669  1.94
C: -1.290 0.085 3.539  -2.81
H: -3.313 1.045 1.211  0.05
H: -3.507 2.735 1.629  0.54
H: -3.341 1.545 2.898  0.51
H: -2.016 4.872 0.943  0.49
H: -2.667 3.532 0.005  -0.06
H: -1.219 4.347 -0.528  0.39
H: 1.029 4.437 -0.511  0.22
H: 2.041 4.742 0.900  0.45
H: 0.418 5.372 0.824  0.47
H: 3.171 3.219 1.260  0.46
H: 3.308 1.628 2.003  0.53
H: 3.103 3.050 2.993  0.49
H: 1.729 -0.524 3.105  0.28
H: 1.045 0.240 4.519  0.45
H: 2.509 0.882 3.814  0.51
H: -2.273 -0.220 3.191  0.42
H: -1.406 0.446 4.565  0.49
H: -0.675 -0.808 3.568  0.53
O: 2.345 1.050 -0.527  -0.46
N: 1.524 1.437 -1.578  0.33
C: 1.803 2.525 -2.165  -0.87
C: 1.046 3.046 -3.317  0.40
C: 1.755 3.975 -4.085  -0.94
C: 1.226 4.493 -5.254  -0.90
C: -0.027 4.077 -5.671  -0.84
C: -0.742 3.171 -4.905  -0.68
C: -0.244 2.653 -3.711  0.37
P: -1.305 1.480 -2.774  2.78
C: -2.875 2.356 -2.516  0.37
C: -3.158 3.650 -2.939  -0.67
C: -4.353 4.257 -2.582  -0.78
C: -5.279 3.577 -1.804  -0.79
C: -5.000 2.288 -1.373  -0.80
C: -3.802 1.685 -1.715  -0.48
C: -1.643 0.265 -4.097  0.26
C: -0.536 -0.293 -4.739  -0.61
C: -0.701 -1.286 -5.688  -0.64
C: -1.975 -1.749 -5.994  -0.77
C: -3.077 -1.200 -5.359  -0.68
C: -2.915 -0.192 -4.416  -0.42
H: 2.962 1.755 -0.268  0.23
H: 2.683 3.097 -1.857  0.38
H: 2.743 4.278 -3.764  0.45
H: 1.791 5.205 -5.837  0.43
H: -0.452 4.456 -6.590  0.47
H: -1.719 2.850 -5.245  0.59
H: -2.447 4.210 -3.532  0.47
H: -4.558 5.266 -2.912  0.45
H: -6.210 4.053 -1.528  0.41
H: -5.711 1.755 -0.755  0.46
H: -3.568 0.698 -1.332  -0.06
H: 0.465 0.054 -4.505  0.33
H: 0.166 -1.700 -6.185  0.49
H: -2.106 -2.526 -6.735  0.42
H: -4.073 -1.544 -5.605  0.49
H: -3.789 0.240 -3.946  0.35
N: -1.354 -2.685 -2.535  1.47
C: -0.028 -2.786 -2.630  0.09
N: 0.823 -1.989 -2.027  0.75
C: 2.132 -2.404 -2.294  -1.42
C: 3.286 -1.829 -1.771  -0.65
C: 4.515 -2.376 -2.097  -0.91
C: 4.613 -3.483 -2.938  -0.61
C: 3.472 -4.066 -3.463  -0.75
C: 2.244 -3.519 -3.129  1.33
S: 0.656 -4.076 -3.577  -0.44
H: -1.806 -1.994 -1.950  -1.14
H: -1.959 -3.374 -2.949  0.20
H: 3.227 -0.969 -1.121  0.55
H: 5.414 -1.937 -1.685  0.45
H: 5.582 -3.895 -3.180  0.41
H: 3.541 -4.933 -4.106  0.44
Cl: -2.562 -7.008 2.113  -0.20
C: -0.866 -6.916 1.778  1.12
C: -0.068 -8.016 2.044  -0.63
C: 1.300 -7.942 1.839  -0.45
C: 1.866 -6.774 1.354  -0.67
C: 1.047 -5.699 1.061  0.52
Cl: 1.767 -4.263 0.382  -0.03
C: -0.335 -5.729 1.269  -1.37
N: -1.143 -4.617 1.028  0.51
C: -2.121 -4.616 0.026  1.09
C: -2.148 -5.595 -0.969  -0.18
C: -3.107 -5.554 -1.966  -0.89
C: -4.049 -4.532 -1.998  -1.11
C: -4.025 -3.564 -1.007  -0.60
C: -3.082 -3.596 0.013  0.07
C: -3.028 -2.502 1.051  -1.76
C: -1.926 -1.552 0.637  1.24
O: -0.798 -1.622 1.190  -0.84
O: -2.122 -0.779 -0.356  -0.06
H: -0.529 -8.913 2.429  0.44
H: 1.924 -8.793 2.063  0.38
H: 2.929 -6.689 1.182  0.45
H: -0.724 -3.720 1.242  -0.30
H: -1.413 -6.388 -0.959  0.61
H: -3.118 -6.328 -2.722  0.41
H: -4.804 -4.501 -2.771  0.45
H: -4.757 -2.766 -1.009  0.47
H: -2.792 -2.900 2.037  0.48
H: -3.983 -1.978 1.085  0.56



(Q)
Computed, not measured: a structure of composition C52H50CaCl2N4O3PS, with wB97M-V/def2-TZVPD.

Total charge: +1
Gap between HOMO and LUMO, eV: 7.8
LUMO energy, eV: -2.09

Last column: Mulliken charge in e.
Atoms and positions in Å:
Ca: -1.088 0.080 -0.273  1.25
C: 0.138 -1.816 4.142  -2.89
C: -0.964 -0.974 3.542  1.74
C: -0.993 0.406 3.753  1.18
C: 0.013 1.053 4.680  -2.43
C: -1.987 1.201 3.153  1.71
C: -2.010 2.685 3.440  -2.67
C: -2.966 0.598 2.351  1.20
C: -4.205 1.346 1.909  -1.96
C: -2.897 -0.787 2.105  0.70
C: -3.935 -1.440 1.214  -2.12
C: -1.942 -1.577 2.744  1.23
C: -2.010 -3.080 2.603  -2.35
H: -0.099 -2.136 5.161  0.34
H: 1.078 -1.271 4.188  0.43
H: 0.322 -2.709 3.549  0.58
H: 0.837 1.526 4.134  0.27
H: 0.450 0.333 5.367  0.40
H: -0.453 1.829 5.284  0.55
H: -2.524 2.899 4.381  0.49
H: -2.502 3.255 2.657  0.28
H: -1.000 3.083 3.527  0.48
H: -4.443 1.199 0.859  0.17
H: -4.140 2.415 2.083  0.48
H: -5.066 0.980 2.477  0.44
H: -4.829 -1.730 1.776  0.45
H: -3.554 -2.345 0.742  0.57
H: -4.280 -0.769 0.425  0.10
H: -1.515 -3.448 1.700  0.34
H: -3.043 -3.422 2.563  0.44
H: -1.547 -3.580 3.451  0.45
O: 0.882 -2.699 0.460  -0.77
N: 0.485 -2.614 -0.867  0.37
C: 0.969 -3.544 -1.587  -0.83
C: 0.785 -3.541 -3.052  0.34
C: 1.142 -4.685 -3.759  -0.91
C: 1.059 -4.724 -5.144  -0.73
C: 0.632 -3.595 -5.836  -0.74
C: 0.285 -2.449 -5.132  -0.54
C: 0.353 -2.420 -3.745  0.92
P: -0.222 -0.972 -2.791  1.71
C: 0.261 0.506 -3.741  0.13
C: 1.521 0.583 -4.328  -0.82
C: 1.964 1.772 -4.887  -0.78
C: 1.159 2.904 -4.856  -0.67
C: -0.090 2.845 -4.256  -0.78
C: -0.535 1.653 -3.700  -0.52
C: -2.033 -1.156 -3.113  1.16
C: -2.724 -0.691 -4.233  -0.41
C: -4.065 -0.998 -4.403  -0.92
C: -4.741 -1.765 -3.456  -0.78
C: -4.071 -2.223 -2.332  -0.46
C: -2.722 -1.916 -2.164  -1.11
H: 0.763 -1.780 0.757  0.62
H: 1.589 -4.321 -1.144  0.41
H: 1.496 -5.551 -3.212  0.51
H: 1.339 -5.622 -5.678  0.41
H: 0.570 -3.603 -6.917  0.46
H: -0.038 -1.569 -5.679  0.31
H: 2.166 -0.288 -4.348  0.50
H: 2.945 1.816 -5.342  0.45
H: 1.506 3.829 -5.298  0.42
H: -0.720 3.724 -4.218  0.49
H: -1.517 1.624 -3.238  0.18
H: -2.215 -0.086 -4.973  0.49
H: -4.587 -0.645 -5.282  0.46
H: -5.786 -2.010 -3.601  0.42
H: -4.586 -2.824 -1.594  0.47
H: -2.184 -2.325 -1.310  0.48
N: -4.396 1.020 -1.900  -0.03
C: -3.726 2.072 -1.379  -0.34
N: -2.616 1.965 -0.698  0.89
C: -2.211 3.247 -0.248  -1.12
C: -1.076 3.532 0.503  0.08
C: -0.821 4.842 0.869  -0.34
C: -1.683 5.875 0.503  -0.89
C: -2.818 5.607 -0.245  -0.47
C: -3.061 4.291 -0.611  0.57
S: -4.390 3.669 -1.547  -0.39
H: -3.938 0.124 -1.995  -0.10
H: -5.169 1.187 -2.521  0.34
H: -0.385 2.752 0.788  -0.10
H: 0.063 5.066 1.452  0.50
H: -1.466 6.891 0.804  0.42
H: -3.493 6.401 -0.536  0.47
Cl: 4.653 0.546 3.972  -0.18
C: 4.921 -1.090 3.432  1.05
C: 4.929 -2.082 4.405  -0.70
C: 5.235 -3.390 4.082  -0.54
C: 5.541 -3.700 2.762  -0.61
C: 5.499 -2.710 1.804  0.55
Cl: 5.859 -3.156 0.156  -0.26
C: 5.176 -1.368 2.096  -0.64
N: 5.103 -0.454 1.068  0.09
C: 4.673 0.900 1.122  0.20
C: 5.583 1.917 0.859  -0.58
C: 5.175 3.240 0.859  -0.78
C: 3.853 3.551 1.149  -0.84
C: 2.947 2.533 1.396  -0.24
C: 3.332 1.198 1.358  -0.05
C: 2.348 0.097 1.621  0.82
C: 1.126 0.033 0.758  0.49
O: 0.828 0.948 -0.077  -0.75
O: 0.352 -0.966 0.930  -0.55
H: 4.713 -1.799 5.426  0.46
H: 5.251 -4.155 4.845  0.42
H: 5.811 -4.705 2.468  0.44
H: 5.656 -0.701 0.262  0.31
H: 6.618 1.660 0.669  0.51
H: 5.889 4.025 0.651  0.40
H: 3.531 4.584 1.183  0.45
H: 1.915 2.779 1.630  0.11
H: 1.971 0.158 2.646  -0.33
H: 2.817 -0.881 1.539  0.48



Q: Which of them is the most stable? A: (P).



(P)
Computed, not measured: an isolated molecule of C4H7OP, with wB97M-V/def2-TZVPD.

Total charge: 0
SMILES: C#CP(C)(C)=O
Gap between HOMO and LUMO, eV: 10.9
LUMO energy, eV: 0.79

Last column: Mulliken charge in e.
Atoms and positions in Å:
C: -2.565 0.776 0.095  0.38
C: -1.554 0.143 -0.047  -0.82
P: 0.004 -0.633 -0.083  0.91
C: 0.886 0.089 1.394  -1.17
C: 0.915 -0.026 -1.517  -1.01
O: -0.197 -2.088 0.144  -0.71
H: -3.641 0.945 0.105  0.37
H: 1.533 -0.609 1.996  0.34
H: 1.407 0.989 1.304  0.40
H: 0.108 0.303 2.184  0.32
H: 0.132 0.206 -2.342  0.32
H: 1.474 0.789 -1.282  0.36
H: 1.500 -0.884 -1.952  0.31



(Q)
Computed, not measured: a cluster of 2 separate species, C4H7OP in total, with wB97M-V/def2-TZVPD.

Total charge: 0
Gap between HOMO and LUMO (spin up / spin down), eV: 7.2 / 7.3
LUMO energy (spin up / spin down), eV: -0.42 / -0.30

Last column: Mulliken charge in e.
Atoms and positions in Å:
C: -0.692 -0.402 -0.987  -1.05
C: -1.853 -0.314 -0.111  -0.40
C: -2.942 0.431 0.017  0.71
C: 2.101 0.208 1.033  -0.86
O: -3.803 1.178 0.213  -0.34
P: 1.980 -0.605 -0.672  0.08
H: -0.366 0.385 -1.657  0.45
H: -0.697 -1.429 -1.267  0.33
H: -1.927 -1.232 0.499  0.24
H: 3.005 0.940 1.235  0.30
H: 1.956 -0.559 1.871  0.27
H: 1.318 0.865 1.214  0.30
H: 1.919 0.534 -1.388  -0.01



(R)
Computed, not measured: an isolated molecule of C4H7OP, with wB97M-V/def2-TZVPD.

Total charge: 0
SMILES: C=CC(=C)OP
Gap between HOMO and LUMO, eV: 9.8
LUMO energy, eV: 0.94

Last column: Mulliken charge in e.
Atoms and positions in Å:
C: -1.983 1.188 -0.240  -0.77
C: -1.458 0.019 0.001  -0.24
C: -0.008 -0.370 -0.146  1.08
C: 0.342 -1.663 -0.131  -1.09
O: 0.922 0.630 -0.120  -0.27
P: 2.534 0.298 -0.059  -0.10
H: -2.961 1.529 -0.110  0.30
H: -1.505 1.954 -0.733  0.27
H: -2.032 -0.915 0.334  0.18
H: 1.319 -2.197 -0.150  0.25
H: -0.413 -2.323 -0.203  0.28
H: 2.538 0.202 1.466  0.07
H: 2.705 1.647 0.091  0.05



Q: Which of them is the most stable? A: (P).